No. 1
The ion C6H8NO with charge +1 at a distorted geometry, computed with ωB97M-V/def2-TZVPD.

Geometry as XYZ:
```
16
Properties=species:S:1:pos:R:3
C -0.862 -0.509 -1.503
C -0.268 0.665 -1.657
C -0.084 1.211 -0.245
O -1.197 0.664 0.438
C -1.038 -0.675 0.003
C 0.400 -0.967 0.515
N 0.709 -0.138 1.684
C 1.061 0.339 0.343
H -1.173 -1.230 -2.230
H 0.044 1.173 -2.546
H -0.007 2.285 -0.113
H -1.832 -1.321 0.361
H 0.849 -1.941 0.420
H -0.122 0.335 2.077
H 1.424 -0.411 2.356
H 2.095 0.519 0.096
```

Summary:
Calculated total energy: -9880.3804 eV
Charge: +1
Spin multiplicity: 1
Frontier orbital gap: 11.10 eV
SMILES: C1=C[C@H]2O[C@@H]1[C@@H]1[NH2+][C@@H]12
LUMO: -3.18 eV

How positive or negative is each atom? The Löwdin charges in e answer that: atom 1 (C): 0.03, atom 2 (C): 0.03, atom 3 (C): -0.20, atom 4 (O): -0.04, atom 5 (C): -0.20, atom 6 (C): -0.07, atom 7 (N): 0.19, atom 8 (C): -0.07, atom 9 (H): 0.12, atom 10 (H): 0.12, atom 11 (H): 0.17, atom 12 (H): 0.17, atom 13 (H): 0.17, atom 14 (H): 0.20, atom 15 (H): 0.20, atom 16 (H): 0.17

***

No. 2
The ion C6H8NO with charge +1 at a distorted geometry, computed with ωB97M-V/def2-TZVPD.

Geometry as XYZ:
```
16
Properties=species:S:1:pos:R:3
C -0.394 -1.760 -0.632
C 0.520 1.246 0.272
C -0.675 0.897 0.127
C 1.788 0.753 -0.432
C 1.912 -0.806 -0.187
C -2.788 -0.183 0.520
N 0.724 -1.380 -0.522
O -1.869 0.796 -0.118
H 0.535 2.065 0.939
H 1.669 0.694 -1.452
H 2.629 1.341 -0.125
H 2.754 -1.098 -0.894
H 2.337 -1.321 0.704
H -3.530 -0.518 -0.332
H -3.422 0.356 1.287
H -2.190 -1.084 0.843
```

Summary:
Calculated total energy: -9877.3992 eV
Charge: +1
Spin multiplicity: 1
Frontier orbital gap: 10.79 eV
LUMO: -4.79 eV

How positive or negative is each atom? The Löwdin charges in e answer that: atom 1 (C): 0.15, atom 2 (C): 0.03, atom 3 (C): -0.03, atom 4 (C): -0.05, atom 5 (C): -0.20, atom 6 (C): 0.04, atom 7 (N): -0.06, atom 8 (O): 0.08, atom 9 (H): 0.16, atom 10 (H): 0.10, atom 11 (H): 0.13, atom 12 (H): 0.16, atom 13 (H): 0.15, atom 14 (H): 0.15, atom 15 (H): 0.13, atom 16 (H): 0.08

***

No. 3
A structure of composition C6H8NO at a distorted geometry, computed with ωB97M-V/def2-TZVPD.

Geometry as XYZ:
```
16
Properties=species:S:1:pos:R:3
C -0.621 0.075 -1.650
C -1.644 -0.771 -1.061
C 0.473 0.527 -0.768
C -1.717 -1.132 0.210
C 0.645 0.306 0.588
C 1.818 0.838 1.309
N -0.316 -0.501 1.283
O -0.205 -0.875 2.407
H -0.102 -0.360 -2.484
H -1.085 0.980 -2.170
H -2.711 -0.972 -1.397
H 1.296 0.820 -1.401
H -2.406 -1.694 0.733
H 1.756 1.005 2.327
H 2.169 1.603 0.693
H 2.652 0.151 1.382
```

Summary:
Calculated total energy: -9877.1362 eV
Charge: +1
Spin multiplicity: 1
Frontier orbital gap: 8.51 eV
LUMO: -6.34 eV

How positive or negative is each atom? The Löwdin charges in e answer that: atom 1 (C): -0.16, atom 2 (C): -0.08, atom 3 (C): 0.07, atom 4 (C): 0.19, atom 5 (C): -0.18, atom 6 (C): 0.00, atom 7 (N): -0.02, atom 8 (O): 0.18, atom 9 (H): 0.14, atom 10 (H): 0.18, atom 11 (H): 0.17, atom 12 (H): 0.14, atom 13 (H): 0.09, atom 14 (H): 0.08, atom 15 (H): 0.08, atom 16 (H): 0.11

***

No. 4
A structure of composition C6H8NO2S at a distorted geometry, computed with ωB97M-V/def2-TZVPD.

Geometry as XYZ:
```
18
Properties=species:S:1:pos:R:3
C -2.047 0.687 1.777
C -0.811 1.135 1.324
C -3.361 0.404 1.071
C -0.295 -1.260 -0.445
C -0.228 1.212 -0.036
C 0.607 -0.052 -0.556
N -0.079 1.299 2.563
O -4.387 0.147 1.716
O -3.152 0.446 -0.146
S -1.577 0.823 3.513
H -1.005 -1.116 0.518
H -0.975 -1.315 -1.221
H 0.351 -2.197 -0.484
H -1.146 1.186 -0.498
H 0.495 2.013 -0.228
H 0.966 0.304 -1.596
H 1.521 0.048 0.055
H 0.649 0.670 2.878
```

Summary:
Calculated total energy: -22771.3131 eV
Charge: -1
Spin multiplicity: 1
Frontier orbital gap: 7.65 eV
LUMO: 3.24 eV

How positive or negative is each atom? The Löwdin charges in e answer that: atom 1 (C): -0.39, atom 2 (C): -0.41, atom 3 (C): -0.77, atom 4 (C): -0.12, atom 5 (C): -0.17, atom 6 (C): -0.25, atom 7 (N): -0.25, atom 8 (O): -0.05, atom 9 (O): -0.05, atom 10 (S): 0.83, atom 11 (H): 0.12, atom 12 (H): 0.03, atom 13 (H): 0.08, atom 14 (H): 0.06, atom 15 (H): 0.11, atom 16 (H): 0.11, atom 17 (H): 0.09, atom 18 (H): 0.04